[1]
ORCA calculation (ωB97M-V/def2-TZVPD) on C6H12O in the gas phase.

The geometry in ORCA input format:
```
! wB97M-V def2-TZVPD RIJCOSX def2/J DEFGRID3
* xyz 0 1
C -0.81 2.62 -0.46
C 0.36 1.68 -0.28
O -0.05 0.58 0.51
C 1.00 -0.32 0.74
C 0.44 -1.67 1.24
C 0.52 -2.36 -0.07
C -0.71 -2.13 -0.87
H -1.16 2.99 0.51
H -1.65 2.10 -0.94
H -0.52 3.48 -1.08
H 1.20 2.20 0.21
H 0.72 1.32 -1.25
H 1.73 0.08 1.46
H -0.56 -1.48 1.66
H 1.09 -2.09 2.00
H 1.56 -0.49 -0.21
H -0.54 -2.08 -1.95
H -1.22 -3.10 -0.70
H -1.40 -1.34 -0.53
*
```

Its energy relative to the best compared isomer or geometry (same formula, charge and spin) is 98.6 kcal/mol. The value obtained for the HOMO energy is -8.134 eV.


[2]
ORCA calculation (ωB97M-V/def2-TZVPD) on 11 unconnected molecules or ions with the total composition C11H44N22O11 at a distorted geometry.

The geometry in ORCA input format:
```
! wB97M-V def2-TZVPD RIJCOSX def2/J DEFGRID3
* xyz 0 1
N 10.32 -4.92 2.50
C 9.13 -4.75 2.18
N 8.71 -3.56 2.65
O 8.56 -5.50 1.40
H 10.62 -5.82 2.15
H 10.89 -4.24 2.98
H 7.70 -3.50 2.65
H 9.30 -2.91 3.14
N 13.33 -11.90 -3.33
C 13.13 -13.21 -3.61
N 11.80 -13.48 -3.64
O 13.97 -14.02 -3.85
H 14.28 -11.56 -3.43
H 12.66 -11.21 -3.02
H 11.41 -14.31 -4.05
H 11.36 -12.57 -3.63
N 6.18 -13.13 -7.44
C 5.70 -13.11 -6.22
N 6.00 -12.07 -5.55
O 5.04 -14.01 -5.72
H 5.96 -13.86 -8.10
H 6.79 -12.40 -7.77
H 6.74 -11.51 -5.96
H 5.72 -12.13 -4.58
N 4.43 -3.41 0.41
C 4.01 -2.27 -0.08
N 3.30 -1.74 0.84
O 4.39 -1.55 -0.97
H 3.87 -3.81 1.15
H 5.27 -3.85 0.07
H 2.98 -2.19 1.69
H 3.18 -0.82 0.46
N 2.56 -11.81 -0.21
C 1.38 -11.89 -0.78
N 0.43 -11.68 0.07
O 1.26 -12.05 -1.97
H 3.35 -12.04 -0.79
H 2.64 -11.65 0.78
H -0.49 -11.92 -0.25
H 0.56 -11.45 1.05
N 8.29 -8.54 -1.67
C 9.40 -8.48 -2.33
N 10.03 -7.31 -2.15
O 9.80 -9.19 -3.17
H 7.85 -9.45 -1.58
H 8.07 -7.85 -0.97
H 9.75 -6.90 -1.26
H 10.86 -7.01 -2.63
N 8.91 -13.92 0.03
C 7.69 -13.55 0.24
N 7.27 -13.80 1.51
O 7.11 -13.05 -0.69
H 9.31 -13.72 -0.87
H 9.56 -14.21 0.75
H 6.39 -13.35 1.70
H 7.58 -14.56 2.10
N 10.65 -10.06 -9.83
C 10.22 -10.07 -8.59
N 11.19 -10.06 -7.83
O 9.05 -10.20 -8.26
H 11.60 -9.74 -9.97
H 9.92 -9.90 -10.51
H 11.06 -10.10 -6.83
H 12.12 -10.06 -8.22
N 3.69 -8.03 -2.50
C 2.86 -7.51 -3.37
N 1.63 -7.84 -3.16
O 3.16 -6.83 -4.37
H 3.36 -8.70 -1.82
H 4.62 -7.82 -2.84
H 0.89 -7.30 -3.58
H 1.35 -8.43 -2.39
N 11.99 -2.36 -1.24
C 13.18 -2.72 -1.81
N 13.73 -1.82 -2.42
O 13.73 -3.82 -1.59
H 11.61 -3.15 -0.73
H 11.48 -1.55 -1.55
H 13.13 -1.01 -2.49
H 14.56 -1.75 -2.98
N 12.85 -5.77 -7.92
C 13.20 -4.94 -7.00
N 12.28 -4.67 -6.15
O 14.37 -4.78 -6.88
H 13.56 -5.96 -8.61
H 11.93 -6.12 -8.13
H 12.55 -4.06 -5.40
H 11.36 -5.09 -6.24
*
```

Its structure (SMILES) is NC(N)=O.NC(N)=O.NC(N)=O.NC(N)=O.NC(N)=O.NC(N)=O.NC(N)=O.NC(N)=O.NC(N)=O.NC(N)=O.NC(N)=O. Its energy relative to the best compared isomer or geometry (same formula, charge and spin) is 233.6 kcal/mol. The value obtained for the HOMO energy is -8.760 eV.


[3]
ORCA calculation (ωB97M-V/def2-TZVPD) on a molecular structure, C3H4F3N2 at a distorted geometry.

The geometry in ORCA input format:
```
! wB97M-V def2-TZVPD RIJCOSX def2/J DEFGRID3
* xyz 1 1
C 1.54 1.53 -0.40
C 0.27 -0.47 0.05
C -1.64 0.06 0.03
N 1.06 0.35 -0.38
N 0.34 -1.68 0.56
F -2.32 -1.02 0.04
F -1.67 0.81 1.08
F -1.78 0.79 -1.04
H 1.26 2.21 0.38
H 2.04 1.83 -1.26
H -0.37 -2.38 0.47
H 1.26 -2.04 0.47
*
```

Its energy relative to the best compared isomer or geometry (same formula, charge and spin) is 25.3 kcal/mol. The value obtained for the HOMO energy is -15.427 eV.


[4]
ORCA calculation (ωB97M-V/def2-TZVPD) on C5H8O in the gas phase.

The geometry in ORCA input format:
```
! wB97M-V def2-TZVPD RIJCOSX def2/J DEFGRID3
* xyz 0 1
C 2.15 -0.35 0.14
C 0.67 -0.14 0.11
C -0.11 -0.21 -0.96
C -1.49 0.24 -0.61
C -1.39 0.37 0.92
O 0.03 0.28 1.25
H 2.64 0.55 0.52
H 2.47 -1.20 0.75
H 2.48 -0.51 -0.89
H 0.19 -0.53 -1.95
H -2.20 -0.53 -0.91
H -1.74 1.19 -1.11
H -1.90 -0.47 1.41
H -1.80 1.30 1.32
*
```

Its structure (SMILES) is CC1=CCCO1. Its energy relative to the best compared isomer or geometry (same formula, charge and spin) is 19.3 kcal/mol. The value obtained for the HOMO energy is -8.179 eV.


[5]
ORCA calculation (ωB97M-V/def2-TZVPD) on a molecular structure, CH3O3S2 at a distorted geometry.

The geometry in ORCA input format:
```
! wB97M-V def2-TZVPD RIJCOSX def2/J DEFGRID3
* xyz -1 1
C -1.32 0.62 -0.18
O 2.53 0.52 -0.39
O 1.22 -1.08 1.00
O 0.21 1.11 -0.07
S -1.35 -1.09 -0.63
S 1.20 -0.16 -0.38
H -1.64 0.77 0.76
H -1.65 1.22 -0.91
H 0.80 -1.91 0.80
*
```

Its energy relative to the best compared isomer or geometry (same formula, charge and spin) is 43.8 kcal/mol. The value obtained for the HOMO energy is -3.218 eV.


Which value of energy relative to the best compared isomer or geometry (same formula, charge and spin) does entry 5 give?
43.8 kcal/mol


Which formula does entry 1 have?
C6H12O